Entry 1:
{
  "formula": "C26H21BrN5Ru",
  "method": "ωB97M-V with the def2-TZVPD basis set",
  "multiplicity": 2,
  "s2": 0.78,
  "max_force_ha_per_bohr": 0.0030,
  "de_lowest_ev": 0.000,
  "e_tot_ev": -107365.823,
  "total_charge": 2,
  "elements": ["Ru", "C", "N", "C", "C", "N", "C", "C", "C", "C", "C", "C", "N", "C", "N", "C", "C", "C", "C", "C", "C", "N", "H", "H", "H", "H", "H", "H", "H", "H", "H", "H", "H", "H", "H", "H", "H", "Br", "C", "C", "C", "C", "C", "C", "C", "C", "C", "C", "H", "H", "H", "H", "H", "H"],
  "xyz": [[0.246, -0.040, 0.768], [-1.714, -0.466, 3.004], [-0.866, -1.271, 2.076], [0.126, -2.160, 2.754], [1.154, -2.529, 1.729], [1.407, -1.725, 0.705], [2.409, -2.348, -0.050], [3.014, -1.990, -1.252], [3.969, -2.849, -1.752], [4.316, -4.038, -1.088], [3.710, -4.412, 0.092], [2.748, -3.541, 0.587], [1.926, -3.618, 1.713], [-1.652, 0.980, 2.607], [-0.879, 1.433, 1.626], [-1.130, 2.811, 1.533], [-0.640, 3.780, 0.662], [-1.105, 5.068, 0.831], [-2.034, 5.396, 1.831], [-2.536, 4.441, 2.690], [-2.063, 3.148, 2.510], [-2.366, 1.956, 3.171], [-2.747, -0.816, 2.971], [-1.368, -0.593, 4.031], [-1.472, -1.875, 1.532], [0.593, -1.598, 3.565], [-0.353, -3.040, 3.188], [2.742, -1.087, -1.779], [4.464, -2.607, -2.682], [5.073, -4.678, -1.520], [3.966, -5.334, 0.596], [1.921, -4.361, 2.393], [0.068, 3.541, -0.116], [-0.747, 5.849, 0.174], [-2.367, 6.420, 1.925], [-3.259, 4.687, 3.455], [-3.018, 1.852, 3.933], [1.847, 1.373, -0.570], [0.884, 1.132, -2.201], [1.355, 1.698, -3.347], [0.617, 1.512, -4.533], [-0.543, 0.790, -4.510], [-1.024, 0.211, -3.311], [-2.235, -0.523, -3.290], [-2.700, -1.067, -2.126], [-1.967, -0.918, -0.934], [-0.771, -0.231, -0.888], [-0.292, 0.369, -2.108], [2.268, 2.277, -3.350], [0.974, 1.950, -5.455], [-1.117, 0.653, -5.418], [-2.792, -0.637, -4.212], [-3.632, -1.616, -2.113], [-2.406, -1.360, -0.049]],
  "nbo_charge": [0.70, -0.28, -0.54, -0.28, 0.40, -0.50, 0.16, -0.23, -0.18, -0.17, -0.21, 0.09, -0.48, 0.42, -0.50, 0.16, -0.23, -0.18, -0.17, -0.20, 0.09, -0.48, 0.25, 0.25, 0.42, 0.24, 0.24, 0.23, 0.24, 0.24, 0.24, 0.45, 0.23, 0.24, 0.24, 0.24, 0.45, 0.28, -0.08, -0.21, -0.18, -0.14, -0.07, -0.11, -0.21, -0.20, -0.05, -0.05, 0.25, 0.25, 0.24, 0.24, 0.24, 0.18]
}

=====

Entry 2:
{
  "formula": "C26H21CoF9N4PSSe",
  "method": "ωB97M-V with the def2-TZVPD basis set",
  "multiplicity": 5,
  "s2": 6.02,
  "max_force_ha_per_bohr": 0.0599,
  "de_lowest_ev": 0.495,
  "e_tot_ev": -180803.899,
  "total_charge": 2,
  "elements": ["Co", "C", "C", "C", "N", "H", "H", "H", "H", "H", "F", "C", "F", "F", "C", "C", "C", "C", "C", "C", "P", "C", "C", "C", "C", "C", "C", "C", "F", "F", "F", "C", "C", "C", "C", "C", "C", "C", "F", "F", "F", "H", "H", "H", "H", "H", "H", "H", "H", "H", "H", "H", "H", "N", "C", "N", "S", "H", "H", "H", "H", "Se", "C", "N"],
  "xyz": [[0.809, -1.444, -0.506], [-1.508, -4.260, -4.542], [-1.030, -2.824, -4.359], [-0.538, -2.548, -3.021], [-0.139, -2.389, -1.967], [-1.586, -4.403, -5.642], [-2.527, -4.332, -4.172], [-0.876, -5.021, -4.083], [-1.857, -2.171, -4.536], [-0.245, -2.641, -5.142], [-0.892, 4.198, -5.120], [-1.955, 4.073, -4.367], [-2.867, 3.523, -5.177], [-2.448, 5.269, -3.968], [-1.645, 3.179, -3.186], [-1.865, 3.582, -1.916], [-1.429, 2.843, -0.799], [-0.995, 1.517, -0.981], [-0.827, 1.100, -2.321], [-1.111, 1.887, -3.409], [-0.340, 0.485, 0.351], [1.200, 1.197, 0.980], [2.039, 2.048, 0.218], [3.325, 2.525, 0.650], [3.813, 2.008, 1.851], [2.984, 1.064, 2.604], [1.722, 0.718, 2.188], [5.129, 2.564, 2.421], [5.733, 3.298, 1.528], [5.916, 1.632, 2.943], [4.765, 3.341, 3.516], [-1.498, 0.333, 1.663], [-1.723, 1.377, 2.624], [-2.678, 1.158, 3.610], [-3.386, 0.013, 3.695], [-3.133, -1.042, 2.836], [-2.163, -0.868, 1.856], [-4.402, -0.213, 4.802], [-5.524, -0.656, 4.268], [-4.689, 0.884, 5.561], [-3.892, -1.079, 5.718], [-2.322, 4.536, -1.804], [-1.516, 3.312, 0.167], [-0.410, 0.127, -2.607], [-0.871, 1.575, -4.452], [1.616, 2.373, -0.698], [3.935, 3.162, 0.038], [3.374, 0.781, 3.539], [1.099, 0.097, 2.891], [-1.192, 2.307, 2.602], [-2.762, 1.941, 4.311], [-3.707, -1.992, 2.954], [-1.892, -1.734, 1.283], [1.033, -5.082, 0.595], [1.749, -4.033, 0.832], [3.081, -3.951, 0.608], [1.023, -2.604, 1.412], [1.535, -5.932, 0.402], [0.032, -5.149, 0.721], [3.710, -4.574, 0.135], [3.582, -3.228, 1.081], [2.738, 0.009, -1.249], [3.912, -0.718, -0.124], [4.586, -1.150, 0.693]],
  "nbo_charge": [1.16, -0.59, -0.55, 0.54, -0.58, 0.25, 0.23, 0.23, 0.28, 0.29, -0.30, 0.97, -0.31, -0.31, -0.09, -0.17, -0.16, -0.41, -0.16, -0.18, 0.87, -0.35, -0.18, -0.18, -0.07, -0.12, -0.17, 0.97, -0.28, -0.29, -0.33, -0.45, -0.15, -0.17, -0.08, -0.19, -0.11, 0.97, -0.29, -0.31, -0.32, 0.25, 0.23, 0.19, 0.25, 0.24, 0.27, 0.25, 0.25, 0.23, 0.25, 0.26, 0.21, -0.72, 0.36, -0.76, -0.32, 0.42, 0.45, 0.43, 0.44, 0.22, -0.03, -0.28]
}

=====

Entry 3:
{
  "formula": "C26H21CoN4O2Si",
  "method": "ωB97M-V with the def2-TZVPD basis set",
  "multiplicity": 5,
  "s2": 6.01,
  "max_force_ha_per_bohr": 0.0220,
  "de_lowest_ev": 0.158,
  "e_tot_ev": -82861.931,
  "total_charge": 0,
  "elements": ["Co", "O", "C", "C", "C", "C", "C", "C", "C", "O", "N", "N", "C", "C", "C", "C", "C", "C", "N", "H", "H", "H", "H", "H", "H", "H", "H", "H", "H", "C", "C", "C", "C", "C", "C", "Si", "C", "C", "C", "C", "C", "C", "H", "H", "H", "H", "H", "H", "H", "H", "H", "H", "H", "N", "C"],
  "xyz": [[-0.980, 0.648, -1.645], [-1.937, -2.631, 2.475], [-1.744, -3.486, 1.451], [-1.598, -4.837, 1.769], [-1.372, -5.766, 0.773], [-1.280, -5.376, -0.563], [-1.406, -4.039, -0.879], [-1.641, -3.078, 0.110], [-1.689, -1.660, -0.291], [-1.323, -1.337, -1.460], [-2.059, -0.774, 0.664], [-1.914, 0.468, 0.152], [-2.164, 1.513, 0.828], [-1.933, 2.801, 0.142], [-2.275, 4.017, 0.699], [-2.069, 5.172, -0.044], [-1.539, 5.075, -1.316], [-1.216, 3.817, -1.801], [-1.396, 2.716, -1.080], [-2.020, -1.729, 2.091], [-1.665, -5.127, 2.810], [-1.265, -6.811, 1.040], [-1.110, -6.109, -1.340], [-1.319, -3.697, -1.902], [-2.532, 1.454, 1.849], [-2.701, 4.049, 1.693], [-2.331, 6.139, 0.367], [-1.380, 5.950, -1.930], [-0.804, 3.674, -2.793], [2.449, -3.719, 0.096], [2.905, -3.223, -1.117], [2.603, -1.920, -1.496], [1.851, -1.091, -0.657], [1.400, -1.608, 0.564], [1.696, -2.910, 0.938], [1.428, 0.625, -1.221], [1.798, 1.945, 0.044], [2.701, 2.962, -0.289], [3.033, 3.949, 0.632], [2.459, 3.944, 1.895], [1.549, 2.950, 2.238], [1.218, 1.965, 1.319], [2.673, -4.739, 0.383], [3.490, -3.853, -1.776], [2.952, -1.549, -2.454], [0.795, -1.002, 1.230], [1.324, -3.298, 1.879], [2.236, 0.942, -2.416], [3.156, 2.979, -1.274], [3.743, 4.721, 0.362], [2.718, 4.713, 2.612], [1.099, 2.942, 3.224], [0.503, 1.200, 1.606], [-1.696, 1.109, -4.651], [-1.424, 0.932, -3.539]],
  "lowdin_charge": [0.59, 0.05, -0.28, -0.02, -0.08, -0.09, -0.02, -0.09, -0.41, -0.10, 0.06, -0.08, -0.05, -0.25, -0.01, -0.04, -0.04, -0.09, 0.04, 0.06, 0.12, 0.10, 0.10, 0.12, 0.14, 0.12, 0.11, 0.11, 0.12, -0.07, -0.08, -0.10, -0.33, -0.10, -0.07, 0.77, -0.33, -0.11, -0.08, -0.08, -0.08, -0.12, 0.11, 0.10, 0.09, 0.09, 0.11, -0.01, 0.09, 0.10, 0.10, 0.10, 0.08, -0.03, -0.35]
}